[1]
Entry from OMol25: C39H52AsN3OS3SbSi4V as an isolated structure at a distorted geometry (wB97M-V/def2-TZVPD).

Results
E_HOMO (spin up / spin down)   -0.1428 / -0.1524 hartree
<S²>   0.86

ORCA input file:
```
! wB97M-V def2-TZVPD RIJCOSX def2/J DEFGRID3
* xyz -1 2
V -0.89161 0.60126 -0.31926
S -2.62290 5.08783 -0.04993
Sb -0.66082 3.91615 -0.28967
S -0.84721 2.16657 1.41308
S -1.16152 2.27035 -2.02747
C 1.72813 -2.95215 3.13615
C 1.93042 -2.54983 1.82388
C 0.96314 -1.82823 1.15093
C -0.24132 -1.48405 1.77416
C -0.43822 -1.89843 3.10129
C 0.53679 -2.61652 3.76632
N -1.21667 -0.76508 1.07900
N -2.38382 -0.72985 1.69002
C -3.26349 0.10308 1.11932
C -4.50810 0.30884 1.74595
C -5.39563 1.19962 1.20956
C -5.04118 1.86851 0.03414
C -3.81054 1.62104 -0.52484
N -2.91543 0.75150 -0.03065
H 2.49143 -3.51476 3.65769
H 2.84831 -2.81639 1.31428
H 1.10794 -1.53719 0.12223
H -1.37033 -1.63867 3.57964
H 0.36609 -2.92427 4.79099
H -4.69871 -0.22275 2.66713
H -6.34616 1.39777 1.68743
H -5.68892 2.60512 -0.41592
H -3.50754 2.16388 -1.40779
C 5.69672 0.14732 5.14001
C 6.01822 0.98004 4.07918
C 5.04760 1.34365 3.15447
C 3.74536 0.87232 3.27345
C 3.43767 0.02424 4.33619
C 4.39944 -0.33053 5.26806
As 2.23670 1.32471 2.06484
C 1.53362 2.68758 3.27152
C 0.76488 2.47893 4.40415
C 0.18215 3.55866 5.04993
C 0.35271 4.84402 4.55318
C 1.13620 5.06155 3.43152
C 1.74745 3.98679 2.79491
C 2.62100 4.06633 1.61721
C 3.02498 5.23346 0.97625
C 3.91311 5.17246 -0.08515
C 4.41384 3.94903 -0.51157
C 3.98943 2.77884 0.10202
C 3.08753 2.82715 1.15550
H 6.45379 -0.13175 5.86243
H 7.02975 1.35379 3.97367
H 5.30929 2.00804 2.33935
H 2.42715 -0.36134 4.42521
H 4.13925 -0.98072 6.09488
H 0.59052 1.46881 4.75829
H -0.43148 3.39727 5.92746
H -0.14053 5.68007 5.03210
H 1.25599 6.06531 3.04287
H 2.64220 6.19205 1.30307
H 4.22050 6.08386 -0.58219
H 5.12493 3.90988 -1.32748
H 4.36234 1.81981 -0.24232
C 1.46115 -1.53676 -4.43452
Si 0.52407 -2.45295 -3.04070
C -0.01656 -4.07773 -3.88342
C 1.89760 -3.04324 -1.85441
Si -1.39965 -1.29775 -2.16603
Si -2.43253 -0.44204 -4.16411
C -1.30832 0.74207 -5.13449
C -2.81015 -1.85003 -5.40022
C -4.12579 0.37785 -3.86694
Si -2.74602 -3.05285 -1.23965
C -1.71991 -4.20379 -0.12505
C -3.40564 -4.20435 -2.61272
C -4.32938 -2.58198 -0.30037
H 2.48259 -1.91061 -4.53341
H 1.52135 -0.46182 -4.26166
H 0.95764 -1.68170 -5.39247
H 0.78192 -4.46855 -4.51878
H -0.89687 -3.92914 -4.51075
H -0.26152 -4.84506 -3.14584
H 2.55157 -3.75810 -2.35838
H 1.47712 -3.53965 -0.97731
H 2.52152 -2.22015 -1.49762
H -0.46344 0.21752 -5.58409
H -0.91654 1.50975 -4.46874
H -1.85719 1.24795 -5.93215
H -1.90498 -2.37018 -5.72062
H -3.29583 -1.44948 -6.29385
H -3.48069 -2.59207 -4.96368
H -4.31425 0.52079 -2.80392
H -4.93547 -0.23363 -4.26936
H -4.17250 1.35987 -4.34074
H -0.90762 -4.67028 -0.68771
H -2.34040 -5.00046 0.29181
H -1.27130 -3.66093 0.70850
H -2.60630 -4.58954 -3.24650
H -4.12140 -3.68938 -3.25646
H -3.91890 -5.06240 -2.17044
H -4.11677 -2.38230 0.74813
H -5.06782 -3.38447 -0.35287
H -4.78537 -1.68162 -0.71998
C 1.73385 0.85574 -1.62654
O 0.65695 0.57419 -0.80223
H 2.11904 1.85425 -1.41517
H 1.40351 0.83776 -2.66861
H 2.54480 0.13233 -1.48659
*
```


[2]
Entry from OMol25: one molecule with the formula C2H4N2OS at a distorted geometry (wB97M-V/def2-TZVPD).

Results
SMILES string   N/N=C\C(O)=S
E_HOMO   -0.3369 hartree

ORCA input file:
```
! wB97M-V def2-TZVPD RIJCOSX def2/J DEFGRID3
* xyz 0 1
N 0.68669 1.08642 1.65499
N 1.64112 0.47486 0.88911
C 1.27842 -0.22333 -0.14800
C -0.09135 -0.40433 -0.64354
O -0.18641 -1.03343 -1.88573
S -1.47711 0.04954 0.03188
H -0.30089 0.63738 1.68118
H 1.00916 1.00117 2.76098
H 2.10777 -0.41719 -0.84019
H -1.10802 -0.90950 -2.08576
*
```


[3]
Entry from OMol25: C49H52ClN7O2P2PbS2 as an isolated structure at a distorted geometry (wB97M-V/def2-TZVPD).

Results
E_HOMO   -0.4367 hartree

ORCA input file:
```
! wB97M-V def2-TZVPD RIJCOSX def2/J DEFGRID3
* xyz 2 1
Pb 1.93658 -1.08297 -0.15403
C 2.80321 -1.95731 6.43098
C 2.70751 -0.48648 6.08109
N 2.40172 -0.27377 4.64658
C 2.09940 -1.17775 3.80973
S 0.54663 0.80578 1.70817
N 1.61024 -1.96589 3.08501
N 1.89778 -2.63800 1.97045
C 2.28497 -3.85709 1.97349
C 2.38189 -4.67103 3.21932
C 2.71194 -4.38855 0.65780
C 3.37464 -5.60104 0.56698
C 3.86243 -6.01179 -0.66713
C 3.65195 -5.20722 -1.76844
C 2.96307 -4.01261 -1.59220
N 2.51580 -3.60570 -0.41435
H 3.06013 -2.05369 7.48350
H 1.85201 -2.46779 6.26997
H 3.57838 -2.44983 5.84405
H 1.90787 -0.01097 6.64907
H 3.63845 0.03192 6.30122
H 2.53147 0.65097 4.24091
H 1.72381 -4.26695 3.98646
H 2.12498 -5.71329 3.04588
H 3.40756 -4.62903 3.59620
H 3.53112 -6.21354 1.44309
H 4.40241 -6.94414 -0.75802
H 4.01368 -5.48445 -2.74816
H 2.76698 -3.35853 -2.43503
C -6.11219 3.77474 1.09254
S -5.51116 3.74988 -0.61535
C -4.06876 4.86342 -0.47273
C -2.74127 4.18906 -0.81601
C -2.45615 2.98266 0.07010
N -1.25673 2.23024 -0.37207
P 0.19270 2.32007 0.46822
C 0.23662 3.91278 1.31409
C 0.11383 3.98348 2.69835
C 0.15636 5.21592 3.33271
C 0.32546 6.37393 2.58795
C 0.45805 6.30498 1.20713
C 0.41875 5.07692 0.56770
C 1.47586 2.40909 -0.80450
C 1.17953 2.81218 -2.10407
C 2.19339 2.89458 -3.04898
C 3.49939 2.57438 -2.69964
C 3.80092 2.19991 -1.39586
C 2.79324 2.11913 -0.44469
P -1.34701 0.73479 -1.27756
C -2.30606 1.25208 -2.74368
C -1.58686 1.50994 -3.91139
C -2.23006 1.97028 -5.05128
C -3.60183 2.17803 -5.03170
C -4.32760 1.91041 -3.87825
C -3.68727 1.44026 -2.74203
C -2.56721 -0.29049 -0.38308
C -2.78739 -0.19210 0.98818
C -3.64592 -1.07709 1.62703
C -4.29234 -2.06984 0.90491
C -4.07783 -2.17497 -0.46311
C -3.21071 -1.30133 -1.09987
H -6.95868 3.09363 1.14203
H -6.44238 4.77683 1.35655
H -5.33515 3.43626 1.77672
H -4.06104 5.24858 0.54781
H -4.24140 5.69614 -1.15182
H -1.94170 4.92316 -0.69859
H -2.75510 3.86813 -1.85988
H -3.31457 2.31240 0.04430
H -2.31952 3.30544 1.10510
H -0.01740 3.07211 3.26779
H 0.06096 5.27362 4.40882
H 0.35241 7.33593 3.08206
H 0.60167 7.20908 0.63087
H 0.53849 5.02393 -0.50708
H 0.16052 3.06762 -2.36706
H 1.96201 3.22071 -4.05487
H 4.28532 2.63771 -3.44081
H 4.82336 1.98252 -1.11575
H 3.03601 1.86851 0.58397
H -0.51398 1.34637 -3.92929
H -1.66317 2.16517 -5.95230
H -4.10526 2.54211 -5.91742
H -5.39764 2.07111 -3.85564
H -4.27097 1.23344 -1.85478
H -2.28812 0.57583 1.56419
H -3.81344 -0.98612 2.69277
H -4.96555 -2.75674 1.40076
H -4.59903 -2.93057 -1.03696
H -3.04650 -1.39382 -2.16821
N 1.12872 -0.75794 -2.71093
C 0.32483 -1.84941 -3.16303
C 0.24098 -2.19585 -4.48440
C -0.59924 -3.24355 -4.91270
C -1.35536 -3.93112 -4.00996
C -1.26941 -3.62321 -2.63283
C -2.00553 -4.32898 -1.65269
C -1.86690 -3.99988 -0.33698
C -0.96339 -2.98150 0.01068
N -0.24885 -2.31356 -0.86366
C -0.40688 -2.59180 -2.19292
H 0.52961 0.02230 -2.42911
H 1.76481 -0.43555 -3.43171
H 0.81707 -1.64374 -5.21783
H -0.65596 -3.47684 -5.96696
H -2.03095 -4.71276 -4.33284
H -2.67357 -5.12115 -1.96751
H -2.43008 -4.50504 0.43491
H -0.82855 -2.70948 1.05310
Cl 5.00924 -2.26847 3.94419
C 5.61960 -1.48796 2.45135
C 4.43071 -1.10382 1.56720
O 3.54141 -0.36430 2.05116
O 4.39692 -1.62006 0.42529
H 6.25822 -2.20172 1.94455
H 6.18407 -0.61034 2.75476
*
```


[4]
Entry from OMol25: C3H6O2 as an isolated structure at a distorted geometry (wB97M-V/def2-TZVPD).

Results
E_HOMO   -0.3581 hartree

ORCA input file:
```
! wB97M-V def2-TZVPD RIJCOSX def2/J DEFGRID3
* xyz 0 1
C -0.38147 0.24997 0.53891
C 0.88994 -0.61475 0.40438
C 0.03234 0.75628 -0.84750
H -1.89422 -0.61477 1.41794
H -0.37852 1.01677 1.32315
H 1.63611 -0.57202 1.19940
H 0.61765 -1.65979 0.22059
H 0.17121 1.83543 -0.97758
H -0.61598 0.36428 -1.62881
O -1.62313 -0.39493 0.51229
O 1.27549 0.05506 -0.77847
*
```


[5]
Entry from OMol25: one molecule with the formula C5H8N3O2P at a distorted geometry (wB97M-V/def2-TZVPD).

Results
SMILES string   NP(N)(=O)Oc1ccccn1
E_HOMO   -0.3424 hartree

ORCA input file:
```
! wB97M-V def2-TZVPD RIJCOSX def2/J DEFGRID3
* xyz 0 1
N -0.88869 -2.38578 1.05919
P 0.69898 -2.02628 0.52327
N 1.73080 -2.52705 1.70214
O 1.07397 -2.55608 -0.77492
O 0.85336 -0.36457 0.70789
C 0.51789 0.77893 -0.07562
C -0.33917 0.53733 -1.16724
C -0.99326 1.59834 -1.74832
C -0.74097 2.85793 -1.31231
C 0.22493 3.00225 -0.34335
N 0.76344 2.04494 0.34145
H -1.43888 -1.54785 1.20819
H -1.15983 -2.90586 0.25906
H 2.57830 -2.91421 1.22770
H 1.37292 -3.31208 2.25521
H -0.65074 -0.46049 -1.39833
H -1.51482 1.44219 -2.72000
H -1.43123 3.57388 -1.59690
H 0.65116 3.99591 0.02827
*
```


[6]
Entry from OMol25: C17H31F3MgO2P2 as an isolated structure at a distorted geometry (wB97M-V/def2-TZVPD).

Results
E_HOMO (spin up / spin down)   -0.1796 / -0.1529 hartree

ORCA input file:
```
! wB97M-V def2-TZVPD RIJCOSX def2/J DEFGRID3
* xyz 0 1
P -2.79039 0.61058 0.98057
P 0.91429 -1.12157 1.95111
C -1.05800 0.98751 1.66655
C 0.11470 0.29603 0.93088
H -1.13786 0.76709 2.72959
H -0.91647 2.08283 1.66281
H -0.37211 -0.20649 0.03699
H 0.91254 1.03041 0.67740
C 2.03073 -0.03616 2.87446
H 2.41401 -0.59954 3.74144
H 1.43913 0.82918 3.22156
H 2.86096 0.28406 2.23283
C 2.32728 -1.92236 1.04904
H 3.03929 -1.30621 0.45655
H 1.96095 -2.73427 0.40532
H 2.95885 -2.36173 1.84332
C -3.55944 2.23671 0.87828
H -4.60123 2.30787 1.20673
H -3.49437 2.55494 -0.16784
H -2.95683 2.92533 1.48996
C -2.91030 -0.26303 -0.62801
H -2.14389 -1.03407 -0.74961
H -2.84733 0.45325 -1.45502
H -3.85135 -0.80577 -0.81731
Mg 1.13598 -0.87524 -1.30797
C 2.78920 0.08294 -2.05181
C 2.71061 0.79362 -0.83853
C 2.41507 2.27658 -0.79948
C 1.15773 2.81691 -1.52972
C 0.04305 1.82729 -1.50351
C -0.16602 0.83443 -2.38644
C 0.68138 0.72555 -3.61704
C 2.21935 0.65082 -3.34447
C -3.61635 -0.60439 2.06545
H 3.51957 -0.69588 -2.13542
H 3.36719 0.47959 -0.03665
H 3.27413 2.73184 -1.30991
H 2.44869 2.73071 0.21140
H 0.84389 3.75921 -1.02123
H 1.48060 3.11283 -2.54299
H -0.77108 2.12294 -0.82633
H -1.09579 0.25917 -2.37632
H 0.50568 1.57421 -4.30907
H 0.32007 -0.11484 -4.21228
H 2.58952 -0.08267 -4.11127
H 2.60915 1.66865 -3.48507
H -3.02794 -1.54680 2.17250
H -4.62239 -0.86168 1.66418
H -3.70736 -0.10082 3.04066
F -0.88696 -4.01509 2.84812
C -0.80999 -4.56133 1.59432
F 0.16224 -5.50337 1.66092
F -1.97947 -5.22827 1.36929
C -0.66008 -3.41391 0.54366
O -1.38849 -2.40192 0.82518
O 0.12567 -3.41566 -0.46777
*
```


| no. | DFT total energy (Eh) |
| --- | --- |
| 1 | -7529.586876 |
| 2 | -661.474711 |
| 3 | -4563.947763 |
| 4 | -268.331455 |
| 5 | -851.498655 |
| 6 | -1999.031938 |